# 1
This record from the Open Molecules 2025 dataset describes a cluster of 2 separate species, Cl2H2NOP in total at a distorted geometry. The level of theory is ωB97M-V/def2-TZVPD.

Each line ends with the Löwdin charge.
CARTESIAN COORDINATES (ANGSTROEM)
1 N 1.365 -0.797 2.370  -0.203
2 O -0.988 -0.629 3.650  -0.360
3 P 0.123 -0.082 2.873  0.197
4 Cl -0.240 1.785 2.273  0.336
5 Cl -0.457 -0.431 -2.287  0.198
6 H 2.153 -0.240 1.950  0.031
7 H -1.058 0.487 -1.499  -0.198

Results
Maximum force in eV Å⁻¹: 1.94
Gap between HOMO and LUMO in eV: 10.809
E in Ha: -1392.9555
Energy relative to the best compared isomer or geometry (same formula, charge and spin) in kcal per mole: 31.41
Spin multiplicity: 1

=====

# 2
This record from the Open Molecules 2025 dataset describes a cluster of 8 separate species, C32H78F9N5O11 in total at a distorted geometry. The level of theory is ωB97M-V/def2-TZVPD.

Each line ends with the Löwdin charge.
CARTESIAN COORDINATES (ANGSTROEM)
1 C 10.220 -8.217 22.411  -0.036
2 C 10.385 -9.040 23.676  -0.274
3 C 11.727 -9.071 24.439  -0.182
4 O 12.755 -9.524 23.579  -0.204
5 C 13.983 -9.865 24.293  -0.044
6 N 9.212 -8.707 24.588  0.243
7 H 9.151 -7.723 24.808  0.174
8 H 8.351 -8.944 24.116  0.169
9 H 9.150 -9.223 25.455  0.173
10 H 10.338 -7.148 22.590  0.093
11 H 9.230 -8.136 21.964  0.088
12 H 10.895 -8.484 21.597  0.095
13 H 10.184 -10.016 23.235  0.149
14 H 11.650 -9.711 25.317  0.130
15 H 12.106 -8.099 24.753  0.140
16 H 14.432 -9.084 24.905  0.092
17 H 14.778 -10.099 23.585  0.096
18 H 13.725 -10.708 24.935  0.095
19 C 20.326 -12.814 13.752  -0.050
20 C 18.989 -13.168 14.311  -0.256
21 C 17.901 -12.119 13.805  -0.131
22 O 16.546 -12.608 13.953  -0.228
23 C 15.454 -11.767 13.465  -0.060
24 N 18.589 -14.578 13.749  0.250
25 H 17.678 -14.919 14.021  0.101
26 H 18.449 -14.398 12.765  0.162
27 H 19.279 -15.288 13.952  0.166
28 H 21.126 -13.547 13.851  0.097
29 H 20.619 -11.893 14.256  0.106
30 H 20.345 -12.658 12.673  0.098
31 H 18.944 -13.276 15.395  0.139
32 H 17.973 -11.909 12.738  0.132
33 H 18.095 -11.252 14.437  0.135
34 H 15.386 -10.723 13.769  0.088
35 H 14.476 -12.229 13.599  0.080
36 H 15.582 -11.739 12.383  0.090
37 C 8.867 -12.080 18.395  -0.015
38 C 7.573 -11.624 17.712  -0.275
39 C 7.053 -10.181 17.827  -0.146
40 O 5.773 -10.116 17.139  -0.189
41 C 5.179 -8.822 17.211  -0.100
42 N 7.652 -12.125 16.264  0.257
43 H 7.349 -13.089 16.249  0.162
44 H 6.949 -11.642 15.723  0.155
45 H 8.585 -11.958 15.915  0.111
46 H 9.672 -11.465 17.994  0.068
47 H 9.025 -13.145 18.221  0.077
48 H 8.854 -11.887 19.468  0.089
49 H 6.769 -12.214 18.150  0.149
50 H 7.732 -9.479 17.342  0.126
51 H 6.843 -9.951 18.871  0.134
52 H 5.782 -7.982 16.867  0.090
53 H 4.964 -8.523 18.236  0.083
54 H 4.208 -8.700 16.731  0.098
55 C 10.761 -17.397 15.213  -0.037
56 C 10.585 -15.907 14.882  -0.256
57 C 9.924 -15.592 13.458  -0.116
58 O 9.968 -14.214 13.009  -0.195
59 C 11.197 -13.680 12.600  -0.116
60 N 9.926 -15.051 15.985  0.230
61 H 8.952 -15.278 15.843  0.141
62 H 10.358 -15.275 16.870  0.082
63 H 10.145 -14.079 15.823  0.083
64 H 11.091 -17.421 16.251  0.071
65 H 11.483 -17.961 14.623  0.090
66 H 9.845 -17.987 15.218  0.080
67 H 11.565 -15.433 14.939  0.109
68 H 8.867 -15.858 13.420  0.123
69 H 10.400 -16.222 12.707  0.130
70 H 11.150 -12.599 12.468  0.075
71 H 11.552 -14.083 11.652  0.094
72 H 11.951 -13.883 13.360  0.057
73 C 14.925 -12.020 16.845  -0.037
74 C 14.314 -12.747 18.011  -0.252
75 C 13.762 -11.721 19.014  -0.161
76 O 12.992 -12.335 20.063  -0.173
77 C 12.164 -11.370 20.721  -0.097
78 N 13.242 -13.752 17.539  0.280
79 H 12.651 -14.187 18.234  0.105
80 H 12.560 -13.281 16.963  0.095
81 H 13.618 -14.499 16.972  0.124
82 H 14.192 -11.663 16.121  0.070
83 H 15.616 -12.664 16.301  0.063
84 H 15.548 -11.206 17.217  0.093
85 H 15.074 -13.328 18.533  0.147
86 H 13.017 -11.124 18.488  0.104
87 H 14.563 -11.131 19.462  0.138
88 H 11.612 -10.751 20.014  0.078
89 H 12.846 -10.731 21.282  0.068
90 H 11.550 -11.722 21.550  0.081
91 C 11.422 -10.920 15.511  -0.422
92 O 11.555 -10.232 16.734  -0.119
93 O 11.195 -12.249 15.849  -0.235
94 C 10.275 -10.208 14.525  -0.555
95 F 10.689 -9.100 13.972  0.174
96 F 9.901 -11.052 13.534  0.115
97 F 9.136 -9.907 15.155  0.121
98 C 12.062 -8.832 16.728  -0.226
99 C 13.518 -8.575 16.394  -0.071
100 H 13.639 -8.797 15.334  0.068
101 H 13.870 -7.547 16.476  0.086
102 H 14.205 -9.216 16.947  0.054
103 H 11.814 -8.308 17.651  0.105
104 H 11.482 -8.111 16.152  0.106
105 H 12.372 -10.937 14.978  0.121
106 C 14.753 -16.650 15.262  -0.515
107 O 15.501 -15.881 16.151  -0.129
108 O 13.678 -17.080 16.048  -0.189
109 C 14.580 -15.928 13.928  -0.530
110 F 13.765 -14.898 14.139  0.121
111 F 15.793 -15.437 13.511  0.080
112 F 14.087 -16.664 12.913  0.152
113 C 16.873 -16.364 16.436  -0.222
114 C 17.482 -15.290 17.281  -0.079
115 H 18.565 -15.389 17.347  0.075
116 H 17.363 -14.344 16.753  0.045
117 H 17.092 -15.250 18.298  0.087
118 H 17.409 -16.558 15.506  0.090
119 H 16.876 -17.343 16.916  0.131
120 H 15.372 -17.516 15.027  0.134
121 C 9.943 -16.060 19.513  -0.407
122 O 10.242 -16.244 20.880  -0.096
123 O 11.063 -15.513 18.792  -0.256
124 C 9.046 -17.294 19.074  -0.623
125 F 9.689 -18.458 19.077  0.166
126 F 7.994 -17.425 19.852  0.167
127 F 8.581 -17.071 17.865  0.136
128 C 10.545 -15.154 21.747  -0.264
129 C 10.613 -15.740 23.165  -0.076
130 H 10.922 -15.062 23.961  0.061
131 H 9.782 -16.362 23.495  0.077
132 H 11.502 -16.370 23.153  0.075
133 H 9.899 -14.278 21.684  0.097
134 H 11.533 -14.736 21.556  0.101
135 H 9.167 -15.296 19.543  0.107

Results
Maximum force in eV Å⁻¹: 5.48
Gap between HOMO and LUMO in eV: 4.850
E in Ha: -3265.4322
Energy relative to the best compared isomer or geometry (same formula, charge and spin) in kcal per mole: 112.52
Net charge: +2
Spin multiplicity: 1

=====

# 3
This record from the Open Molecules 2025 dataset describes a structure of composition C14H12N4O7Sc at a distorted geometry. The level of theory is ωB97M-V/def2-TZVPD.

Each line ends with the Löwdin charge.
CARTESIAN COORDINATES (ANGSTROEM)
1 C -2.255 0.429 -0.266  -0.159
2 C -1.918 -0.913 -0.591  -0.191
3 C -1.028 -0.896 -1.722  -0.200
4 C -0.819 0.478 -2.080  -0.202
5 C -1.574 1.301 -1.172  -0.141
6 Sc 0.426 -0.041 -0.072  0.982
7 C 0.473 -1.944 1.110  -0.169
8 C -0.170 -1.026 1.945  -0.501
9 C -0.992 -0.994 3.022  0.008
10 N -0.211 0.431 2.028  -0.034
11 H -0.596 -1.763 -2.223  0.111
12 H -2.252 -1.801 -0.059  0.102
13 H -0.252 0.826 -2.930  0.093
14 H -1.609 2.391 -1.176  0.099
15 H -2.871 0.737 0.568  0.096
16 H -0.116 -2.728 0.541  0.072
17 H -0.226 1.531 2.130  0.171
18 H 1.527 -2.285 1.308  0.078
19 H -1.265 -1.966 3.508  0.065
20 H -1.393 -0.020 3.436  0.093
21 O 7.084 3.240 -2.845  0.024
22 N 6.618 3.037 -1.707  -0.349
23 O 7.178 3.475 -0.685  0.035
24 C 5.422 2.290 -1.588  -0.168
25 C 4.772 1.794 -2.736  0.072
26 C 3.573 1.100 -2.619  -0.080
27 C 2.913 1.080 -1.361  -0.236
28 O 1.623 1.016 -1.356  -0.131
29 C 3.680 1.344 -0.168  -0.068
30 C 4.885 2.049 -0.297  0.083
31 N 3.183 0.979 1.127  -0.389
32 O 3.571 1.600 2.135  -0.040
33 O 2.400 -0.024 1.206  -0.155
34 N 2.813 0.586 -3.744  -0.304
35 O 3.140 1.012 -4.875  0.034
36 O 1.916 -0.253 -3.571  0.055
37 H 5.196 1.984 -3.720  0.124
38 H 5.395 2.401 0.591  0.118

Results
Maximum force in eV Å⁻¹: 7.92
Gap between HOMO and LUMO (alpha / beta) in eV: 7.642 / 5.027
E in Ha: -2046.7559
Net charge: -1
Spin multiplicity: 1

=====

# 4
This record from the Open Molecules 2025 dataset describes a cluster of 2 separate species, H4O2 in total at a distorted geometry. The level of theory is ωB97M-V/def2-TZVPD.

Each line ends with the Löwdin charge.
CARTESIAN COORDINATES (ANGSTROEM)
1 H 0.942 -1.825 0.251  0.055
2 H -0.483 -1.601 -0.329  0.041
3 H -0.182 0.784 -0.084  -0.020
4 H -0.604 2.245 -0.052  0.045
5 O 0.370 -1.193 -0.202  -0.043
6 O -0.042 1.590 0.416  -0.079

Results
Maximum force in eV Å⁻¹: 1.39
Gap between HOMO and LUMO in eV: 11.721
E in Ha: -152.8704
SMILES: O.O
Energy relative to the best compared isomer or geometry (same formula, charge and spin) in kcal per mole: 2.85
Spin multiplicity: 1

=====

# 5
This record from the Open Molecules 2025 dataset describes a structure of composition C5H4INO at a distorted geometry. The level of theory is ωB97M-V/def2-TZVPD.

Each line ends with the Löwdin charge.
CARTESIAN COORDINATES (ANGSTROEM)
1 C 0.082 0.024 1.870  -0.411
2 C 0.709 0.687 -0.413  -0.464
3 C -0.321 -1.174 -0.995  0.070
4 C -1.077 -0.044 -0.832  -0.040
5 C 0.865 0.699 0.953  -0.697
6 N -0.414 -0.399 2.819  0.162
7 O 1.166 1.101 -1.393  0.111
8 I 2.413 1.896 1.768  0.897
9 H -0.003 -1.434 -2.003  0.113
10 H -0.337 -1.724 -0.123  0.066
11 H -1.434 0.469 -1.712  0.109
12 H -1.649 -0.100 0.061  0.085

Results
Maximum force in eV Å⁻¹: 2.90
Gap between HOMO and LUMO in eV: 7.671
E in Ha: -620.4834
Energy relative to the best compared isomer or geometry (same formula, charge and spin) in kcal per mole: 53.15
Spin multiplicity: 1

=====

# 6
This record from the Open Molecules 2025 dataset describes a cluster of 2 separate species, C2H3OS in total at a distorted geometry. The level of theory is ωB97M-V/def2-TZVPD.

Each line ends with the Löwdin charge.
CARTESIAN COORDINATES (ANGSTROEM)
1 C 2.696 -0.038 -0.419  -0.967
2 C 0.089 -0.152 0.085  -0.116
3 O 2.762 0.019 -1.619  -0.090
4 S 3.578 -0.077 0.914  0.469
5 H -0.450 -1.073 0.327  -0.089
6 H 0.020 0.043 -0.941  -0.114
7 H 0.073 0.629 0.816  -0.093

Results
Maximum force in eV Å⁻¹: 2.99
Gap between HOMO and LUMO (alpha / beta) in eV: 5.447 / 5.746
E in Ha: -551.3896
Energy relative to the best compared isomer or geometry (same formula, charge and spin) in kcal per mole: 53.92
Net charge: -1
Spin multiplicity: 1

=====

# 7
This record from the Open Molecules 2025 dataset describes an isolated molecule of C27H28N4O5 at a distorted geometry. The level of theory is ωB97M-V/def2-TZVPD.

Each line ends with the Löwdin charge.
CARTESIAN COORDINATES (ANGSTROEM)
1 C -6.310 -2.111 -0.152  -0.066
2 H -6.261 -1.794 -1.192  0.081
3 H -5.611 -2.931 -0.010  0.074
4 H -7.314 -2.477 0.051  0.076
5 C -5.974 -0.943 0.778  -0.393
6 C -4.618 -0.370 0.451  -0.220
7 C -3.465 -1.139 0.549  -0.018
8 C -2.220 -0.618 0.252  0.004
9 C -2.106 0.706 -0.154  -0.213
10 C -3.252 1.486 -0.262  -0.021
11 C -4.489 0.951 0.039  -0.029
12 H -5.369 1.573 -0.048  0.112
13 H -3.172 2.516 -0.582  0.111
14 N -0.877 1.295 -0.499  0.153
15 C 0.371 0.823 -0.284  -0.407
16 O 0.636 -0.213 0.288  0.083
17 C 1.461 1.723 -0.897  -0.142
18 N 2.669 0.925 -1.070  0.005
19 C 3.306 0.542 0.078  -0.421
20 O 3.175 1.164 1.110  0.108
21 C 4.223 -0.676 0.032  -0.010
22 H 5.262 -0.343 0.088  0.142
23 H 4.081 -1.293 -0.850  0.108
24 C 3.917 -1.531 1.273  -0.186
25 N 2.615 -2.138 1.199  0.157
26 C 2.666 -3.476 1.074  -0.528
27 O 1.773 -4.263 0.897  0.076
28 N 4.026 -3.824 1.208  0.213
29 C 4.844 -2.742 1.332  -0.421
30 O 6.043 -2.752 1.432  0.099
31 H 4.346 -4.780 1.194  0.168
32 H 1.785 -1.589 1.017  0.121
33 H 4.016 -0.901 2.166  0.165
34 C 2.736 0.217 -2.342  -0.059
35 C 1.695 -0.856 -2.416  -0.268
36 C 0.433 -0.855 -2.937  -0.027
37 C -0.155 -2.084 -2.553  -0.048
38 C 0.788 -2.737 -1.823  -0.098
39 O 1.909 -2.005 -1.740  0.035
40 H 0.784 -3.678 -1.308  0.115
41 H -1.144 -2.422 -2.782  0.105
42 H -0.019 -0.083 -3.527  0.114
43 H 3.737 -0.189 -2.481  0.131
44 H 2.556 0.945 -3.140  0.137
45 C 1.715 2.990 -0.104  -0.188
46 C 2.654 3.890 -0.595  -0.034
47 C 2.908 5.073 0.074  -0.076
48 C 2.218 5.375 1.235  -0.087
49 C 1.282 4.483 1.727  -0.069
50 C 1.028 3.296 1.063  -0.033
51 H 0.315 2.598 1.475  0.117
52 H 0.748 4.707 2.638  0.105
53 H 2.416 6.298 1.759  0.101
54 H 3.647 5.759 -0.313  0.103
55 H 3.196 3.652 -1.498  0.116
56 H 1.129 2.017 -1.901  0.159
57 H -0.956 2.221 -0.899  0.152
58 H -1.342 -1.236 0.334  0.103
59 H -3.529 -2.170 0.862  0.115
60 C -6.038 -1.380 2.242  -0.065
61 H -5.332 -2.183 2.437  0.075
62 H -5.798 -0.546 2.898  0.082
63 H -7.037 -1.736 2.485  0.076
64 H -6.723 -0.158 0.623  0.130

Results
Maximum force in eV Å⁻¹: 1.00
Gap between HOMO and LUMO in eV: 8.991
E in Ha: -1640.9967
SMILES: CC(C)c1ccc(NC(=O)[C@@H](c2ccccc2)N(Cc2ccco2)C(=O)C[C@H]2NC(=O)NC2=O)cc1
Energy relative to the best compared isomer or geometry (same formula, charge and spin) in kcal per mole: 19.80
Spin multiplicity: 1

=====

# 8
This record from the Open Molecules 2025 dataset describes an isolated molecule of C8H11NO4 at a distorted geometry. The level of theory is ωB97M-V/def2-TZVPD.

Each line ends with the Löwdin charge.
CARTESIAN COORDINATES (ANGSTROEM)
1 O 2.824 -0.602 -0.858  0.035
2 O -2.505 0.231 -0.426  0.026
3 O 2.693 1.169 1.682  -0.049
4 O -1.926 1.533 1.938  -0.072
5 C 1.623 -0.479 -0.682  -0.447
6 C -1.156 -0.025 -0.552  -0.187
7 C -0.582 -0.511 -1.732  -0.209
8 C 1.020 -0.108 0.606  -0.042
9 C -0.374 0.126 0.712  -0.035
10 N 0.810 -0.746 -1.761  0.162
11 C -1.364 -0.775 -2.945  -0.024
12 C 1.998 -0.045 1.773  -0.223
13 C -1.055 0.396 2.031  -0.171
14 H -2.646 0.682 0.439  0.083
15 H 3.011 1.275 0.773  0.091
16 H -1.400 2.367 1.857  0.135
17 H 1.287 -0.940 -2.646  0.170
18 H -2.391 -0.449 -2.883  0.083
19 H -0.877 -0.300 -3.787  0.082
20 H -1.360 -1.847 -3.169  0.095
21 H 2.737 -0.869 1.694  0.129
22 H 1.574 -0.156 2.757  0.104
23 H -1.596 -0.502 2.314  0.138
24 H -0.345 0.572 2.867  0.126

Results
Maximum force in eV Å⁻¹: 3.77
Gap between HOMO and LUMO in eV: 8.051
E in Ha: -667.1448
SMILES: Cc1[nH]c(=O)c(CO)c(CO)c1O
Energy relative to the best compared isomer or geometry (same formula, charge and spin) in kcal per mole: 3.27
Spin multiplicity: 1